Computed, not measured: an isolated ion of composition C8H12N3 and charge +1, with ωB97M-V with the def2-TZVPD basis set.

ORCA input file:
```
! RIJCOSX wB97M-V def2-TZVPD def2/J DEFGRID3
* xyz 1 1
C -4.8173 -0.1251 0.9775
C -3.2616 1.3440 -0.5703
C -3.9068 0.4249 0.1614
C -0.0004 0.7360 -0.0294
C 2.5186 0.5419 -0.0426
C 1.1809 -1.5407 0.4646
C -1.7800 -0.9564 -0.5429
C 1.1418 -0.0610 0.4691
N -5.5400 -0.5813 1.7820
N -1.9966 1.3477 -0.9484
N -1.1220 0.3890 -0.4751
H -3.8800 2.2109 -0.9216
H 3.4685 0.3801 0.6101
H 2.3210 1.6304 -0.1349
H 2.6826 0.0102 -1.0724
H 2.2615 -1.8118 0.2484
H 0.6992 -1.7951 -0.5141
H 0.6461 -1.9951 1.2924
H -1.2040 -1.8570 -0.1153
H -2.6918 -0.7263 -0.0687
H -2.1398 -1.0457 -1.6132
H 1.2622 0.4072 1.5176
H -1.5193 2.1017 -1.4074
*
```

Calculated values
* ΔE to the lowest compared entry with this formula, charge and spin: 969.6 kJ/mol

=====

Computed, not measured: one molecule with the formula H4P4S, with ωB97M-V with the def2-TZVPD basis set.

ORCA input file:
```
! RIJCOSX wB97M-V def2-TZVPD def2/J DEFGRID3
* xyz 0 1
P -3.0929 -0.5231 -0.6459
P -1.2140 -0.9244 -0.4501
P -0.4462 0.3635 1.2586
P -0.6560 0.1038 -2.2117
S -1.9358 0.2770 -3.6209
H -1.1878 -0.2569 2.1778
H -1.4617 1.4855 1.3129
H -0.0420 -1.0969 -2.6079
H 0.2858 1.1984 -2.2751
*
```

Calculated values
* ΔE to the lowest compared entry with this formula, charge and spin: 277.5 kJ/mol

=====

Computed, not measured: a 4-piece molecular cluster, C18H48BrN3O6 overall, with ωB97M-V with the def2-TZVPD basis set.

ORCA input file:
```
! RIJCOSX wB97M-V def2-TZVPD def2/J DEFGRID3
* xyz 2 1
Br -29.2805 30.9968 -25.6430
C -26.5066 30.0186 -34.5835
O -27.5981 30.4980 -33.8066
C -28.9158 30.1105 -34.3573
C -29.6122 28.7739 -33.9922
N -29.8306 28.6827 -32.4469
H -29.1352 28.0316 -32.1113
H -29.5932 29.6189 -32.1514
C -31.1198 28.1110 -31.9211
C -31.2429 27.9779 -30.3803
O -30.8604 29.2018 -29.7460
C -30.9342 29.2027 -28.3418
H -26.0733 29.0926 -34.2054
H -25.7633 30.8078 -34.6964
H -26.7389 29.8816 -35.6396
H -28.8867 30.1680 -35.4454
H -29.5395 30.9439 -34.0338
H -29.0035 27.9126 -34.2677
H -30.5341 28.5446 -34.5267
H -31.1996 27.1900 -32.4985
H -31.9356 28.7206 -32.3096
H -30.4492 27.3323 -30.0043
H -32.2102 27.5744 -30.0808
H -31.6768 29.9577 -28.0838
H -29.9132 29.3851 -28.0067
H -31.2166 28.1928 -28.0442
C -25.7238 28.6408 -22.1542
O -25.5138 28.2697 -23.4628
C -25.6265 29.3413 -24.4335
C -26.2395 28.9455 -25.7515
N -25.5856 27.6871 -26.3210
H -24.7423 27.7922 -26.8668
H -25.4755 27.0108 -25.5789
C -26.4977 27.0602 -27.3652
C -26.2255 25.5434 -27.1947
O -26.2083 24.9712 -25.8405
C -25.7806 23.6230 -25.8850
H -25.2688 28.0570 -21.3541
H -26.7977 28.4649 -22.0930
H -25.3877 29.6454 -21.8974
H -24.5700 29.5703 -24.5725
H -26.2093 30.0895 -23.8963
H -25.9548 29.6870 -26.4980
H -27.3228 28.9121 -25.6356
H -26.1438 27.5131 -28.2913
H -27.5268 27.3654 -27.1752
H -25.2190 25.5048 -27.6114
H -26.7360 24.8972 -27.9088
H -25.8959 23.3339 -24.8404
H -24.7290 23.5870 -26.1699
H -26.4338 23.0161 -26.5120
C -29.3406 35.1531 -22.2560
O -30.4001 34.4726 -22.7840
C -31.0131 33.5531 -21.9171
C -32.2448 32.9747 -22.4756
N -31.9014 32.1026 -23.7391
H -31.3758 32.5972 -24.4457
H -31.3006 31.3265 -23.5009
C -33.0796 31.3984 -24.4896
C -34.0266 32.3841 -25.2471
O -33.3057 33.3422 -25.9340
C -34.0423 34.1305 -26.9519
H -29.6229 35.4821 -21.2560
H -29.3873 35.9782 -22.9668
H -28.4249 34.5628 -22.2211
H -31.0590 33.8623 -20.8729
H -30.3270 32.7262 -21.7336
H -32.9579 33.7093 -22.8498
H -32.6721 32.3338 -21.7044
H -33.6320 30.7728 -23.7885
H -32.7289 30.7159 -25.2637
H -34.7819 32.7011 -24.5280
H -34.7378 31.8514 -25.8784
H -33.4702 35.0415 -27.1274
H -35.1230 34.2414 -26.8621
H -33.8335 33.6670 -27.9161
*
```

Calculated values
* ΔE to the lowest compared entry with this formula, charge and spin: 446.6 kJ/mol

=====

Computed, not measured: C24H24GaN6O5 as an isolated structure, with ωB97M-V with the def2-TZVPD basis set.

ORCA input file:
```
! RIJCOSX wB97M-V def2-TZVPD def2/J DEFGRID3
* xyz 1 1
Ga 0.0953 -0.5301 -1.1641
O 0.4340 0.3885 0.7171
C 1.7971 0.1925 1.2000
C 2.6184 0.0130 -0.0885
O 3.7871 0.2659 -0.1418
O 1.9297 -0.4818 -1.1135
C 1.8963 -1.0906 2.0234
C 0.8721 -1.4469 2.8973
C 0.9753 -2.5858 3.6823
C 2.1114 -3.3791 3.6122
C 3.1412 -3.0234 2.7541
C 3.0376 -1.8849 1.9658
C 2.2243 1.4410 1.9537
C 2.1148 2.6725 1.3080
C 2.4556 3.8417 1.9637
C 2.9121 3.7935 3.2775
C 3.0282 2.5732 3.9204
C 2.6841 1.3967 3.2607
H -0.2343 0.0609 1.3520
H -0.0203 -0.8414 3.0036
H 0.1683 -2.8460 4.3556
H 2.1965 -4.2637 4.2310
H 4.0348 -3.6319 2.6950
H 3.8570 -1.6113 1.3122
H 1.7697 2.7092 0.2799
H 2.3762 4.7925 1.4512
H 3.1819 4.7068 3.7927
H 3.3890 2.5289 4.9401
H 2.7872 0.4470 3.7698
N -0.4937 -0.0423 -5.2176
C 0.8139 0.3929 -5.3075
C 1.3448 0.2587 -4.0616
N 0.3784 -0.2561 -3.2336
C -0.7097 -0.4316 -3.9512
C -1.8856 -0.9083 -3.2126
N -1.5658 -1.5872 -2.1672
C -3.3840 -0.4061 -1.0169
C -3.9958 -0.3095 -2.3622
N -3.1381 -0.4022 -3.4165
H -1.1281 -0.1184 -5.9953
H 1.2384 0.7498 -6.2294
H 2.3347 0.4782 -3.6990
H -4.1438 -0.5264 -0.2523
H -5.0487 -0.1798 -2.5580
H -3.4269 -0.1011 -4.3342
C -3.3059 2.0115 -0.0035
C -2.6303 0.9053 -0.7480
N -1.4719 1.0321 -1.2788
O -0.8148 2.2517 -1.1740
C -2.4236 -1.6483 -1.0090
C -3.1825 -2.9513 -0.8298
N -1.3818 -1.4264 0.0280
O -1.8242 -0.8444 1.0666
H -2.6976 2.3048 0.8576
H -4.2737 1.6901 0.3711
H -3.4539 2.8895 -0.6375
H -1.2521 2.7952 -0.5010
H -4.1955 -2.8785 -1.2327
H -3.2435 -3.1881 0.2320
H -2.6596 -3.7604 -1.3373
*
```

Calculated values
* energy: -3558.2124 Eh

=====

Computed, not measured: a 2-piece molecular cluster, C9H11N3OS overall, with ωB97M-V with the def2-TZVPD basis set.

ORCA input file:
```
! RIJCOSX wB97M-V def2-TZVPD def2/J DEFGRID3
* xyz 0 1
C -3.6329 1.5861 -0.0811
C -3.4928 0.3858 0.5290
C -1.3823 1.8491 -0.1221
C -1.2674 0.6391 0.4843
C 2.2019 0.9844 -0.7411
C 2.3680 1.5261 0.6276
C 0.7273 -0.5439 0.4371
C 1.3615 -2.7923 -0.6334
C 0.4209 -1.9991 0.3641
N -2.5743 2.3249 -0.4358
N -2.2663 -0.0756 0.8491
N 1.2589 0.0574 -0.7800
O 2.8687 1.3058 -1.7395
S 1.7462 0.1023 1.7223
H -4.4725 2.2027 -0.1613
H -4.2771 -0.1488 1.0211
H -0.5625 2.5690 -0.2952
H 3.4384 1.7310 0.7896
H 1.7046 2.3257 0.8791
H 2.4341 -2.7798 -0.4313
H 1.2321 -2.6906 -1.7194
H 1.2041 -3.8239 -0.3801
H 0.5034 -2.3370 1.4131
H -0.6139 -1.9324 -0.0109
H 1.0720 -0.4659 -1.5848
*
```

Calculated values
* ΔE to the lowest compared entry with this formula, charge and spin: 264.1 kJ/mol

=====

Computed, not measured: one molecule with the formula C6H11BO4, with ωB97M-V with the def2-TZVPD basis set.

ORCA input file:
```
! RIJCOSX wB97M-V def2-TZVPD def2/J DEFGRID3
* xyz 0 1
C 2.2430 -1.4400 0.2443
C 1.8284 -0.3406 -0.7592
B 1.3879 0.9489 0.0097
O 2.3472 1.6753 0.7103
C -0.0978 1.5035 0.1192
C -1.0518 1.1356 -0.9726
O -0.7644 0.9225 -2.1045
O -2.3989 1.1599 -0.5941
C -3.0617 -0.0342 -0.3901
C -2.4084 -0.9549 0.6034
O -4.1054 -0.2358 -0.9144
H 3.0432 -1.0999 0.9062
H 1.3982 -1.7676 0.8576
H 2.6152 -2.3193 -0.2839
H 1.0712 -0.7293 -1.4414
H 2.7095 -0.0751 -1.3546
H 2.5832 1.3312 1.5750
H -0.5135 1.2568 1.1036
H -0.0452 2.6009 0.1187
H -2.9114 -1.9170 0.5574
H -2.5268 -0.5286 1.6019
H -1.3416 -1.0925 0.4075
*
```

Calculated values
* ΔE to the lowest compared entry with this formula, charge and spin: 164.9 kJ/mol

=====

Computed, not measured: C32H50N5O6PdSbSi3 as an isolated structure, with ωB97M-V with the def2-TZVPD basis set.

ORCA input file:
```
! RIJCOSX wB97M-V def2-TZVPD def2/J DEFGRID3
* xyz -2 1
Pd 0.1166 0.0633 -1.0082
O 5.5132 3.3144 -1.7663
C 5.6433 2.0903 -1.4716
O 6.7036 1.4863 -1.2365
C 4.3698 1.2785 -1.3471
C 4.3134 -0.0055 -0.8620
N 3.0341 -0.4048 -0.9087
N 2.2282 0.5460 -1.4275
C 3.0257 1.5776 -1.6941
C 2.4976 2.8449 -2.3341
O 3.0204 4.0095 -1.7521
O 0.3898 3.0331 -1.0778
H 4.0172 3.8733 -1.7584
H 5.1095 -0.6344 -0.5024
H 2.6350 -1.3154 -0.7148
C -3.9528 1.3194 1.2761
Sb -2.2692 1.6930 -0.0721
C -1.8822 -0.3334 -0.5631
C -1.9757 -1.3557 0.4502
C -1.9606 -2.7474 0.1416
C -2.1205 -3.6887 1.1262
C -2.2838 -3.2859 2.4542
C -2.2581 -1.9214 2.6857
N -2.1166 -0.9931 1.7510
Si -1.9388 -0.7132 -2.3970
C -1.8785 0.7614 -3.5899
C -1.0095 -2.1357 -3.2910
C -3.7405 -1.3489 -2.6890
C -0.7813 2.4664 1.5282
C -0.1661 1.3119 2.2601
C -0.3339 1.0615 3.6317
C 0.2433 -0.0480 4.2159
C 0.9873 -0.9172 3.4334
C 1.1407 -0.5871 2.0981
N 0.6128 0.4923 1.5372
Si 0.5794 3.3640 0.5113
C 0.4335 5.2489 0.4666
C 0.9830 2.8818 -2.3339
C 2.2597 3.0297 1.2555
Si -1.6672 3.7059 2.6402
C -3.0419 3.1015 3.8056
C -0.4594 4.5508 3.8335
C -2.5779 5.0417 1.6627
H -4.4931 0.5043 0.7884
H -4.6054 2.1937 1.3327
H -3.6492 0.9868 2.2634
H -1.8087 -3.0571 -0.8828
H -2.1125 -4.7443 0.8706
H -2.4049 -3.9920 3.2656
H -2.3523 -1.5440 3.7035
H -0.8963 0.8190 -4.0637
H -2.0487 1.7087 -3.0756
H -2.6369 0.6542 -4.3748
H 0.0734 -2.0359 -3.1986
H -1.2830 -2.0881 -4.3527
H -1.3358 -3.1135 -2.9228
H -4.4362 -0.5427 -2.4324
H -3.9793 -2.1992 -2.0413
H -3.9290 -1.6435 -3.7287
H -0.9174 1.7271 4.2470
H 0.1017 -0.2354 5.2751
H 1.4351 -1.8160 3.8367
H 1.7172 -1.2282 1.4382
H -0.4492 5.5541 -0.0977
H 1.3116 5.5294 -0.1248
H 0.4633 5.7950 1.4094
H 0.6470 3.7023 -2.9767
H 0.6612 1.9289 -2.7693
H 2.7797 2.7995 -3.4014
H 2.2347 3.2823 2.3223
H 2.9949 3.6612 0.7557
H 2.5677 1.9902 1.1639
H -2.8494 2.1798 4.3526
H -3.9825 2.9796 3.2712
H -3.1805 3.9060 4.5375
H -0.0838 3.8438 4.5763
H -0.9861 5.3468 4.3703
H 0.4037 4.9898 3.3340
H -2.9475 4.6554 0.7095
H -1.9573 5.9121 1.4570
H -3.4413 5.3697 2.2491
O 3.1821 -3.6716 -2.2469
C 2.0518 -3.7978 -1.5430
O 1.8180 -3.1287 -0.5720
C 1.0727 -4.8220 -2.1101
N 1.8173 -5.8373 -2.8722
C 2.0792 -6.8955 -1.8868
C 0.8123 -6.9877 -1.0293
C 0.2725 -5.5430 -1.0096
H 0.4367 -4.2410 -2.7790
H 3.1530 -4.3770 -2.9236
H 1.2241 -6.1986 -3.6099
H 2.9272 -6.5780 -1.2729
H 2.3562 -7.8264 -2.3814
H 1.0137 -7.3766 -0.0310
H 0.0936 -7.6592 -1.5055
H 0.4166 -5.0401 -0.0553
H -0.7943 -5.5108 -1.2258
*
```

Calculated values
* ΔE to the lowest compared entry with this formula, charge and spin: 64.2 kJ/mol

=====

Computed, not measured: C9H16LaN8O2S2 as an isolated structure, with ωB97M-V with the def2-TZVPD basis set.

ORCA input file:
```
! RIJCOSX wB97M-V def2-TZVPD def2/J DEFGRID3
* xyz 1 1
La 8.0732 -6.9917 9.4242
C 11.3488 -9.1796 11.8526
C 10.4636 -8.4450 10.7886
S 10.6762 -6.5273 10.7048
C 10.5327 -8.1460 8.3046
C 10.2978 -8.6851 6.9421
S 10.8170 -6.4226 8.5437
H 10.7941 -9.0497 12.7833
H 12.3121 -8.7033 12.0054
H 11.5177 -10.2360 11.6114
H 9.2317 -8.5033 6.6878
H 10.4405 -9.7541 6.7287
H 10.9878 -8.1263 6.2501
N 7.0833 -6.0300 7.1278
N 6.3581 -4.8020 7.4035
C 5.8384 -4.6105 8.6282
N 4.8119 -3.8339 8.9168
N 6.4365 -5.4001 9.5311
N 6.3594 -5.2615 10.9132
O 7.1562 -6.1891 11.4867
O 5.5665 -4.5554 11.5537
H 7.9155 -5.8846 6.5381
H 6.4280 -6.6707 6.6826
H 5.7547 -4.4750 6.6231
H 4.9116 -2.9442 8.4468
H 4.5354 -3.7513 9.9230
N 11.1470 -11.2769 8.2993
C 10.5652 -10.5863 9.3563
C 10.9447 -9.0794 9.4509
N 9.0660 -8.4916 11.0577
C 8.6047 -9.6822 11.4782
C 8.9439 -10.9538 11.1133
N 9.8768 -11.3261 10.1909
H 11.8214 -10.8511 7.6865
H 11.2217 -12.2842 8.3971
H 12.0795 -8.9940 9.4666
H 7.8688 -9.6807 12.2629
H 8.2745 -11.7162 11.5888
*
```

Calculated values
* ΔE to the lowest compared entry with this formula, charge and spin: 297.0 kJ/mol

=====

Computed, not measured: C11H13N2O10P2PtS as an isolated structure, with ωB97M-V with the def2-TZVPD basis set.

ORCA input file:
```
! RIJCOSX wB97M-V def2-TZVPD def2/J DEFGRID3
* xyz -1 1
Pt 0.5632 0.5643 -0.7733
S 4.9276 -0.5279 -0.8986
C 4.8590 1.1841 -0.7459
C 3.5867 1.6518 -0.6392
C 2.6067 0.6235 -0.6820
C 3.1860 -0.6077 -0.8440
C 2.4213 -1.8251 -0.9290
C 2.9275 -3.0955 -0.6435
C 2.0750 -4.1801 -0.6551
C 0.7343 -3.9735 -0.9642
C 0.3140 -2.6916 -1.2710
N 1.1269 -1.6376 -1.2575
H 5.7790 1.7471 -0.7386
H 3.3568 2.7004 -0.5131
H 3.9773 -3.2043 -0.4054
H 2.4392 -5.1722 -0.4203
H 0.0347 -4.7977 -0.9968
H -0.7118 -2.4941 -1.5550
C -3.5620 0.3109 2.5529
C -3.1062 0.5799 1.1376
O -4.1830 0.4905 0.2111
P -2.4408 2.2835 0.9421
O -1.2954 2.4975 2.0196
O -3.5873 3.2376 1.5385
O -2.1533 2.5907 -0.4627
P -1.7495 -0.5656 0.5728
O -2.3392 -1.9882 1.1128
O -0.4353 -0.3261 1.2819
O -1.7157 -0.5355 -0.9278
H -4.3260 1.0343 2.8400
H -2.7126 0.3963 3.2300
H -3.9748 -0.6955 2.6153
H -3.7714 0.3901 -0.6635
H -0.5001 1.9937 1.7572
H -3.8072 3.8784 0.8473
H -1.5982 -2.6124 1.1368
O 0.5894 2.2119 -2.4608
N 0.7588 3.2141 -1.7068
O 0.8171 4.3525 -2.1687
O 0.8887 2.9975 -0.4734
*
```

Calculated values
* ΔE to the lowest compared entry with this formula, charge and spin: 204.7 kJ/mol